(1)
64
Properties=species:S:1:pos:R:3:forces:R:3:nbo_charge:R:1 method="wB97M-V/def2-TZVPD" lumo_energy_ev=2.3252 multiplicity=1 total_energy_ha=-3344.06029 e_homo_ev=-5.70 charge=-1 homo_lumo_gap_ha=0.295 relative_energy_kj_mol=0.0
Ca -0.0130 0.0398 -0.7609 0.06 -0.36 0.22 1.770
C -3.0100 -3.0465 -0.7271 0.01 0.02 0.01 -0.407
C -3.3664 -1.6298 -1.1737 0.01 -0.02 0.00 -0.228
N -2.5639 -0.5691 -0.5572 0.11 0.16 -0.05 -0.692
C -2.8783 -0.2689 0.8417 0.02 -0.02 0.02 -0.240
C -1.9149 -0.9146 1.8373 -0.02 0.04 -0.04 -0.224
N -0.5575 -0.4031 1.6655 0.06 -0.01 -0.10 -0.688
C 0.4587 -1.1388 2.4289 -0.03 -0.02 -0.01 -0.235
C 0.9014 -2.4452 1.7533 0.04 0.04 -0.01 -0.419
C 2.1312 -2.3099 0.8483 -0.04 0.00 0.01 -0.228
N 1.8788 -1.6745 -0.4540 0.00 0.16 0.02 -0.696
C 1.8327 -2.5944 -1.5914 -0.04 -0.01 0.01 -0.230
C 0.6370 -3.5345 -1.5263 -0.01 0.02 0.00 -0.221
N -0.6048 -2.8047 -1.3413 0.04 0.17 -0.01 -0.690
C -1.7846 -3.6573 -1.3978 0.00 -0.01 0.01 -0.207
H -3.8633 -3.6937 -0.9517 0.00 0.00 0.00 0.204
H -2.8879 -3.0747 0.3573 -0.01 0.00 -0.01 0.191
H -4.4318 -1.4610 -0.9575 0.00 0.01 0.00 0.165
H -3.2390 -1.5304 -2.2543 0.00 0.01 0.00 0.238
H -2.7060 0.2701 -1.1132 -0.05 0.05 0.04 0.409
H -3.9047 -0.5698 1.0939 -0.01 -0.01 0.00 0.174
H -2.8161 0.8147 0.9682 -0.01 0.00 -0.01 0.226
H -1.8803 -1.9939 1.6928 0.00 0.00 -0.02 0.191
H -2.2887 -0.7417 2.8578 0.02 0.01 0.01 0.170
H -0.5333 0.5780 1.9303 -0.01 0.00 0.00 0.384
H 0.0826 -1.3614 3.4374 -0.01 -0.01 0.00 0.165
H 1.3236 -0.4837 2.5400 0.00 0.02 0.00 0.235
H 0.0729 -2.8736 1.1830 -0.01 0.01 0.02 0.216
H 1.1593 -3.1625 2.5379 0.00 -0.01 0.00 0.203
H 2.5652 -3.3057 0.6876 0.00 0.00 0.00 0.170
H 2.8818 -1.7172 1.3735 0.00 0.01 0.00 0.223
H 2.5918 -0.9703 -0.6114 0.01 -0.01 0.00 0.397
H 2.7442 -3.2052 -1.6610 0.01 0.00 0.00 0.172
H 1.7633 -1.9945 -2.5027 0.01 0.01 0.00 0.220
H 0.7529 -4.2276 -0.6849 0.01 0.00 0.00 0.178
H 0.6447 -4.1487 -2.4408 -0.01 -0.01 0.00 0.172
H -0.6862 -2.0912 -2.0677 -0.01 -0.07 -0.11 0.404
H -1.5452 -4.6001 -0.8952 0.00 0.00 0.01 0.183
H -2.0356 -3.9166 -2.4380 0.01 -0.01 0.00 0.168
O -0.9681 4.1746 -1.0857 -0.03 -0.01 -0.04 -0.680
C -0.5273 3.1990 -0.4895 -0.03 0.01 0.01 0.792
O -1.0122 2.0103 -0.5442 0.04 0.01 0.06 -0.928
C 0.6611 3.4138 0.4470 0.02 -0.11 -0.02 -0.271
C 0.7551 4.6422 1.0466 -0.03 0.10 0.04 -0.108
C 1.7863 4.9421 1.9423 -0.08 -0.10 -0.03 -0.081
C 2.7540 4.0061 2.2309 0.14 0.03 0.12 -0.127
C 2.6728 2.7612 1.6470 -0.15 0.13 -0.13 -0.123
C 1.6562 2.3959 0.6963 0.10 -0.04 0.01 0.515
O 1.6933 1.2829 0.0929 -0.09 -0.01 0.00 -0.834
N 3.7155 1.8158 2.0038 0.02 -0.06 0.12 0.538
O 3.4300 0.6324 2.0997 0.00 -0.02 -0.04 -0.414
O 4.8316 2.2528 2.2370 0.01 0.01 -0.04 -0.406
N 1.8432 6.2389 2.5837 0.10 0.09 -0.12 0.537
O 2.7708 6.4685 3.3478 -0.04 -0.04 0.03 -0.422
O 0.9735 7.0525 2.3200 -0.03 -0.04 0.04 -0.404
H 0.0151 5.3921 0.8046 0.00 -0.01 -0.01 0.263
H 3.5603 4.2359 2.9109 0.00 0.01 0.00 0.259
Cl 1.0540 2.1736 -3.3534 -0.02 0.02 -0.04 -0.026
C -0.6382 1.9234 -3.8344 0.00 -0.08 0.07 -0.320
Cl -0.8437 2.2388 -5.5763 0.02 -0.01 0.03 -0.037
C -1.1689 0.5016 -3.4907 0.08 -0.09 0.03 0.755
O -2.3654 0.3238 -3.6790 -0.04 0.00 -0.02 -0.681
O -0.3312 -0.3221 -2.9931 -0.14 0.05 -0.10 -0.885
H -1.2288 2.6564 -3.2909 0.02 0.03 0.00 0.267



(2)
55
Properties=species:S:1:pos:R:3:forces:R:3:nbo_charge:R:1 method="wB97M-V/def2-TZVPD" lumo_energy_ev=-0.1501 multiplicity=1 total_energy_ha=-1679.47920 e_homo_ev=-9.11 charge=0 smiles="Cc1ccn([C@H](C)C(=O)N[C@H](CNC(=O)c2nc(C)ncc2Cl)CC(C)C)n1" homo_lumo_gap_ha=0.329 relative_energy_kj_mol=31.4
C 0.2574 3.1195 -2.3902 0.00 0.00 0.00 -0.638
C 0.9012 2.9455 -1.0544 0.00 0.00 0.00 0.142
C 0.9521 3.8549 0.0215 0.00 0.00 0.00 -0.345
C 1.6973 3.2159 0.9828 0.00 0.00 0.00 -0.022
N 2.0525 2.0184 0.4789 0.00 0.00 0.01 -0.170
C 2.8009 0.9687 1.1523 0.00 0.00 0.00 -0.118
C 3.8845 0.3897 0.2508 0.00 0.00 0.00 -0.607
C 1.9333 -0.1721 1.7057 0.03 -0.05 -0.07 0.677
O 2.4051 -0.8878 2.5729 0.00 0.00 0.00 -0.640
N 0.7128 -0.2990 1.1531 -0.05 0.07 0.08 -0.646
C -0.2571 -1.3620 1.4098 0.00 0.01 0.04 -0.006
C -1.6303 -0.8402 0.9784 0.01 -0.02 -0.06 -0.226
N -1.6368 -0.2354 -0.3411 -0.01 0.00 0.00 -0.618
C -1.4796 -0.9833 -1.4555 0.00 0.00 0.00 0.636
O -1.2623 -2.1781 -1.4507 0.00 0.00 0.00 -0.591
C -1.6000 -0.1822 -2.7357 0.00 0.00 0.00 0.130
N -2.3782 0.9000 -2.6725 0.00 0.00 0.00 -0.467
C -2.5494 1.6274 -3.7694 0.01 0.00 0.00 0.425
C -3.4413 2.8263 -3.6908 -0.01 0.00 0.00 -0.656
N -1.9802 1.3640 -4.9487 0.00 0.00 0.00 -0.434
C -1.1894 0.3078 -5.0081 0.00 0.00 0.00 0.075
C -0.9570 -0.5209 -3.9154 0.00 0.00 0.00 -0.107
Cl 0.1280 -1.8419 -4.0955 0.00 0.00 0.00 0.065
C -0.3305 -1.7987 2.8787 0.00 0.00 0.00 -0.411
C 0.3572 -3.1318 3.1776 0.00 0.00 0.00 -0.223
C -0.4453 -4.2975 2.6049 0.00 0.00 0.00 -0.609
C 0.5542 -3.2944 4.6796 0.00 0.00 0.00 -0.599
N 1.5652 1.8336 -0.7632 0.00 0.00 0.00 -0.312
H -0.7894 3.4079 -2.2883 0.00 0.00 0.00 0.216
H 0.7608 3.8970 -2.9668 0.00 0.00 0.00 0.226
H 0.3149 2.1884 -2.9529 0.00 0.00 0.00 0.225
H 0.5199 4.8392 0.0782 0.00 0.00 0.00 0.228
H 2.0043 3.5186 1.9704 0.00 0.00 0.00 0.222
H 3.2583 1.4312 2.0269 0.00 0.00 0.00 0.229
H 4.4307 -0.3737 0.8011 0.00 0.00 0.00 0.235
H 3.4390 -0.0557 -0.6373 0.00 0.00 0.00 0.229
H 4.5742 1.1726 -0.0630 0.00 0.00 0.00 0.217
H 0.5340 0.2645 0.3317 0.00 0.00 0.00 0.425
H -0.0090 -2.2202 0.7805 0.00 0.00 0.00 0.208
H -2.3320 -1.6768 1.0081 0.00 0.00 0.00 0.216
H -1.9629 -0.0809 1.6872 0.00 0.00 0.00 0.208
H -1.9707 0.7061 -0.4719 0.00 0.00 0.00 0.428
H -2.9648 3.6784 -4.1732 0.00 0.00 0.00 0.235
H -4.3708 2.6276 -4.2269 0.00 0.00 0.00 0.238
H -3.6764 3.0597 -2.6557 0.00 0.00 0.00 0.227
H -0.7056 0.0952 -5.9550 0.00 0.00 0.00 0.212
H 0.0870 -1.0101 3.5053 0.00 0.00 0.00 0.228
H -1.3871 -1.8961 3.1589 0.00 0.00 0.00 0.195
H 1.3422 -3.1079 2.7068 0.00 0.00 0.00 0.220
H -1.4185 -4.3712 3.0997 0.00 0.00 0.00 0.195
H -0.6243 -4.1884 1.5329 0.00 0.00 0.00 0.209
H 0.0767 -5.2438 2.7564 0.00 0.00 0.00 0.210
H -0.4059 -3.2543 5.2030 0.00 0.00 0.00 0.194
H 1.0200 -4.2530 4.9152 0.00 0.00 0.00 0.207
H 1.1912 -2.5007 5.0729 0.00 0.00 0.00 0.215



(3)
50
Properties=species:S:1:pos:R:3:forces:R:3:nbo_charge:R:1 method="wB97M-V/def2-TZVPD" lumo_energy_ev=0.6719 multiplicity=1 total_energy_ha=-1069.88566 e_homo_ev=-8.93 charge=0 smiles=CC[C@H](C)[C@H](N)COC.Fc1ccccc1.Fc1ccccc1 homo_lumo_gap_ha=0.353 relative_energy_kj_mol=0.0
C -1.6181 -2.4945 -1.7575 0.04 0.10 0.05 -0.608
C -0.1719 -2.0750 -1.4670 0.05 0.02 0.02 -0.401
C 0.3534 -0.9641 -2.3843 -0.04 0.03 0.01 -0.221
C 0.6102 -1.4936 -3.7954 -0.03 0.05 0.03 -0.617
C 1.5605 -0.2382 -1.7517 -0.03 0.00 0.03 -0.061
N 1.9704 0.9801 -2.4489 -0.03 0.08 0.03 -0.846
C 2.7884 -1.1107 -1.5102 -0.05 -0.03 -0.01 -0.070
O 3.4425 -1.4909 -2.7118 0.00 0.03 -0.04 -0.563
C 4.6660 -0.8208 -2.9381 0.02 0.03 0.06 -0.247
H -2.3119 -1.9441 -1.1200 -0.03 0.02 -0.04 0.206
H -1.7716 -3.5577 -1.5752 -0.05 0.00 0.02 0.210
H -1.8987 -2.2897 -2.7917 0.02 -0.07 -0.01 0.201
H 0.4906 -2.9422 -1.5428 -0.01 0.01 -0.06 0.197
H -0.1049 -1.7314 -0.4296 0.01 -0.06 0.01 0.200
H -0.4287 -0.1943 -2.4549 -0.03 -0.04 0.03 0.192
H 1.3954 -2.2480 -3.7965 0.00 -0.01 0.00 0.223
H 0.9084 -0.6971 -4.4799 0.03 -0.01 0.00 0.200
H -0.2977 -1.9373 -4.2072 0.01 -0.01 0.00 0.203
H 1.2318 0.0676 -0.7498 0.02 0.04 -0.03 0.190
H 1.2690 1.7037 -2.3400 -0.01 -0.03 -0.03 0.367
H 2.0674 0.8091 -3.4427 0.05 -0.05 0.01 0.355
H 2.4981 -2.0261 -0.9855 0.03 0.01 -0.02 0.180
H 3.4816 -0.5563 -0.8697 -0.02 -0.01 0.01 0.178
H 5.0825 -1.2145 -3.8641 -0.02 0.01 0.01 0.188
H 5.3756 -1.0097 -2.1234 -0.01 -0.02 -0.02 0.162
H 4.5246 0.2595 -3.0277 -0.01 -0.01 -0.01 0.181
F -0.7386 3.2998 -1.5389 0.03 -0.02 0.00 -0.334
C -1.6749 2.7388 -0.7398 0.01 -0.01 -0.01 0.383
C -2.6491 1.9516 -1.3175 0.00 -0.04 -0.07 -0.250
C -3.6065 1.3753 -0.4945 0.03 -0.02 0.03 -0.205
C -3.5727 1.5894 0.8767 0.03 -0.02 -0.02 -0.231
C -2.5767 2.3838 1.4283 -0.01 0.00 0.05 -0.189
C -1.6148 2.9717 0.6185 0.02 -0.02 0.02 -0.290
H -2.6459 1.7941 -2.3876 -0.01 0.02 0.00 0.223
H -4.3741 0.7490 -0.9298 -0.01 0.01 0.00 0.217
H -4.3157 1.1321 1.5161 -0.01 0.01 0.00 0.218
H -2.5432 2.5476 2.4974 -0.01 0.01 0.00 0.228
H -0.8291 3.5946 1.0241 0.00 0.01 -0.01 0.229
F -1.8624 2.4609 4.8731 0.00 0.00 0.01 -0.332
C -1.0901 1.3524 4.9410 -0.02 0.00 -0.01 0.397
C 0.0736 1.3122 4.2015 0.02 0.01 -0.04 -0.287
C 0.8578 0.1695 4.2699 0.00 -0.01 0.00 -0.186
C 0.4729 -0.9003 5.0663 -0.01 0.01 0.00 -0.231
C -0.7040 -0.8280 5.7989 0.00 -0.01 0.00 -0.187
C -1.5012 0.3065 5.7414 0.00 -0.01 0.01 -0.287
H 0.3504 2.1578 3.5866 0.00 0.00 0.01 0.230
H 1.7734 0.1177 3.6956 0.00 0.00 0.00 0.219
H 1.0882 -1.7883 5.1153 0.00 0.00 0.00 0.218
H -1.0078 -1.6597 6.4208 0.00 0.00 0.00 0.218
H -2.4222 0.3875 6.3020 0.00 0.01 0.00 0.231